DFT (wB97M-V/def2-TZVPD) results for a structure of composition C21H26Cl3N5 in a non-equilibrium geometry.

- Total charge: -1
- LUMO energy (spin up / spin down): 2.5 / 2.5 eV
- Spin multiplicity: 2

```
55
C21H26Cl3N5 wB97M-V/def2-TZVPD
C -1.455 22.272 -16.947
Cl -0.509 23.177 -15.727
Cl -2.975 21.755 -16.175
Cl -0.745 20.801 -17.440
H -1.742 22.979 -17.725
N 0.462 16.335 -15.514
C 0.077 17.457 -14.894
C -0.990 17.861 -15.596
C -1.238 17.109 -16.679
C -0.264 16.124 -16.616
H 1.294 15.852 -15.208
H 0.645 17.886 -14.081
H -1.521 18.782 -15.405
H -1.983 17.214 -17.454
H -0.050 15.214 -17.157
N -1.040 17.672 -20.809
C -0.362 18.734 -20.205
C -0.292 19.770 -21.164
C -1.034 19.293 -22.307
C -1.452 18.020 -22.021
H -1.087 16.722 -20.470
H -0.001 18.545 -19.205
H 0.208 20.725 -21.106
H -1.070 19.901 -23.199
H -1.955 17.266 -22.608
N 0.707 25.718 -19.140
C 0.902 24.394 -19.106
C 2.193 24.097 -19.319
C 2.853 25.294 -19.577
C 1.925 26.323 -19.386
H -0.147 26.201 -18.900
H 0.091 23.745 -18.812
H 2.710 23.149 -19.337
H 3.900 25.480 -19.760
H 2.006 27.394 -19.505
N 3.225 25.510 -16.596
C 2.242 26.022 -15.755
C 2.633 27.210 -15.236
C 3.849 27.546 -15.722
C 4.308 26.388 -16.453
H 3.332 24.628 -17.076
H 1.344 25.467 -15.526
H 2.029 27.795 -14.558
H 4.477 28.385 -15.460
H 5.229 26.166 -16.971
N -2.700 22.022 -21.612
C -2.855 22.281 -22.985
C -2.991 23.663 -23.139
C -2.992 24.274 -21.810
C -2.823 23.188 -20.870
H -2.610 21.091 -21.230
H -2.989 21.470 -23.685
H -3.186 24.067 -24.121
H -3.135 25.324 -21.601
H -2.866 23.197 -19.791
```

Atomic partial charges in e from the natural (NBO) method, atoms 1 to 4: atom 1 (C): -0.46, atom 2 (Cl): -0.23, atom 3 (Cl): -0.18, atom 4 (Cl): -0.08



DFT (wB97M-V/def2-TZVPD) results for the molecule C21H26ClF3N4O.

- LUMO energy: 0.5 eV
- Energy above the lowest of the compared OMol25 structures with the same formula, charge and spin: 0.185 eV
- Spin multiplicity: 1

```
56
C21H26ClF3N4O wB97M-V/def2-TZVPD
C -2.529 1.868 0.447
C -2.688 0.959 1.615
C -3.539 1.064 2.682
C -3.345 -0.073 3.491
C -2.382 -0.842 2.894
C -1.830 -2.156 3.325
N -1.989 -0.211 1.742
C -0.921 -0.653 0.889
C 0.417 -0.085 1.391
N 1.589 -0.659 0.754
C 2.788 0.087 1.107
C 3.976 -0.391 0.242
N 3.737 -1.681 -0.373
C 3.090 -1.666 -1.668
C 1.668 -1.098 -1.776
O 0.683 -1.794 -1.844
N 1.657 0.268 -1.942
C 0.580 1.094 -2.184
C -0.642 0.622 -2.659
C -1.665 1.512 -2.951
C -2.952 0.951 -3.489
F -3.423 -0.057 -2.738
F -2.804 0.456 -4.732
F -3.934 1.861 -3.562
C -1.507 2.880 -2.780
C -0.301 3.358 -2.297
C 0.723 2.478 -2.005
Cl 2.227 3.107 -1.407
C 3.130 -2.568 0.593
C 1.748 -2.073 1.065
H -2.868 1.379 -0.467
H -3.133 2.757 0.601
H -1.492 2.173 0.304
H -4.229 1.864 2.864
H -3.859 -0.301 4.404
H -0.753 -2.109 3.490
H -2.025 -2.929 2.581
H -2.305 -2.452 4.256
H -1.103 -0.328 -0.137
H -0.898 -1.742 0.898
H 0.462 -0.224 2.487
H 0.427 0.992 1.201
H 3.025 -0.038 2.178
H 2.599 1.149 0.934
H 4.220 0.335 -0.536
H 4.864 -0.495 0.876
H 3.740 -1.113 -2.356
H 3.037 -2.705 -2.007
H 2.512 0.763 -1.719
H -0.778 -0.439 -2.797
H -2.310 3.560 -3.011
H -0.157 4.417 -2.149
H 3.043 -3.562 0.153
H 3.821 -2.630 1.439
H 1.633 -2.260 2.147
H 0.967 -2.617 0.533
```

Atomic partial charges in e from the natural (NBO) method, atoms 1 to 4: atom 1 (C): -0.63, atom 2 (C): 0.13, atom 3 (C): -0.29, atom 4 (C): -0.31



DFT (wB97M-V/def2-TZVPD) results for the ion C21H26ClN2O3 with charge +1.

- Total charge: +1
- LUMO energy: -2.1 eV
- Energy above the lowest of the compared OMol25 structures with the same formula, charge and spin: 0.249 eV
- Spin multiplicity: 1

```
53
C21H26ClN2O3 wB97M-V/def2-TZVPD
O -1.809 -1.922 -0.109
C -1.964 -1.745 -1.291
O -3.116 -1.823 -1.924
C -0.819 -1.391 -2.236
O 0.427 -1.443 -1.578
C 0.917 -2.779 -1.443
C 2.208 -2.834 -0.623
N 2.163 -2.442 0.772
C 0.956 -2.549 1.553
C 0.362 -1.163 1.902
N 0.775 -0.162 0.897
C 0.059 1.154 1.055
C 0.642 2.227 0.164
C 0.758 3.516 0.670
C 1.237 4.544 -0.124
C 1.609 4.294 -1.433
C 1.497 3.012 -1.946
C 1.012 1.984 -1.156
C -1.432 1.002 0.826
C -2.266 0.658 1.887
C -3.619 0.459 1.692
C -4.160 0.622 0.425
Cl -5.838 0.327 0.158
C -3.355 1.030 -0.629
C -2.002 1.217 -0.424
C 2.246 0.030 0.953
C 2.952 -1.327 1.200
H -3.856 -2.028 -1.326
H -0.842 -2.060 -3.103
H -0.965 -0.368 -2.592
H 0.143 -3.411 -0.997
H 1.140 -3.174 -2.442
H 2.961 -2.223 -1.123
H 2.541 -3.880 -0.676
H 1.183 -3.070 2.491
H 0.214 -3.141 1.023
H 0.708 -0.821 2.880
H -0.725 -1.235 1.901
H 0.538 -0.577 -0.034
H 0.214 1.449 2.101
H 0.466 3.719 1.689
H 1.320 5.539 0.283
H 1.984 5.092 -2.053
H 1.785 2.810 -2.966
H 0.933 0.992 -1.580
H -1.863 0.551 2.883
H -4.253 0.177 2.517
H -3.787 1.195 -1.604
H -1.391 1.556 -1.246
H 2.577 0.470 0.014
H 2.476 0.729 1.759
H 3.143 -1.455 2.269
H 3.917 -1.333 0.694
```

Atomic partial charges in e from the natural (NBO) method, atoms 1 to 4: atom 1 (O): -0.62, atom 2 (C): 0.79, atom 3 (O): -0.66, atom 4 (C): -0.18



DFT (wB97M-V/def2-TZVPD) results for the molecule C21H26ClN3O3S.

- LUMO energy: 0.7 eV
- Energy above the lowest of the compared OMol25 structures with the same formula, charge and spin: 0.000 eV
- Spin multiplicity: 1

```
55
C21H26ClN3O3S wB97M-V/def2-TZVPD
C -2.878 -1.586 -3.429
C -2.677 -1.858 -1.944
O -2.644 -0.644 -1.201
C -1.459 -0.057 -1.032
O -0.417 -0.532 -1.465
C -1.524 1.206 -0.309
C -0.382 1.972 -0.158
N 0.866 1.626 -0.591
C 1.951 2.426 -0.450
O 1.885 3.544 0.019
C 3.226 1.725 -0.905
N 3.234 0.431 -0.264
C 3.588 0.506 1.138
C 3.494 -0.915 1.724
N 2.678 -1.775 0.903
C 1.304 -1.817 1.069
C 0.583 -2.878 0.509
C -0.773 -3.011 0.714
C -1.446 -2.074 1.480
Cl -3.150 -2.240 1.741
C -0.761 -1.013 2.046
C 0.601 -0.892 1.847
C 3.248 -1.970 -0.416
C 3.917 -0.664 -0.911
S -0.665 3.446 0.670
C -2.355 3.034 0.852
C -3.257 3.984 1.563
C -2.666 1.836 0.288
C -4.036 1.245 0.300
H -3.787 -1.010 -3.586
H -2.956 -2.526 -3.966
H -2.033 -1.024 -3.820
H -3.514 -2.425 -1.531
H -1.740 -2.400 -1.781
H 0.934 0.679 -0.975
H 4.097 2.351 -0.655
H 3.185 1.597 -1.989
H 2.889 1.189 1.627
H 4.607 0.911 1.282
H 4.491 -1.368 1.755
H 3.103 -0.902 2.742
H 1.099 -3.624 -0.076
H -1.309 -3.849 0.292
H -1.290 -0.278 2.633
H 1.106 -0.051 2.291
H 3.987 -2.781 -0.387
H 2.448 -2.244 -1.102
H 3.799 -0.581 -1.992
H 4.997 -0.670 -0.685
H -3.696 3.517 2.445
H -2.694 4.858 1.880
H -4.067 4.312 0.913
H -4.011 0.248 0.735
H -4.716 1.867 0.875
H -4.415 1.150 -0.716
```

Atomic partial charges in e from the natural (NBO) method, atoms 1 to 4: atom 1 (C): -0.63, atom 2 (C): -0.08, atom 3 (O): -0.51, atom 4 (C): 0.81



DFT (wB97M-V/def2-TZVPD) results for the molecule C21H26ClN5O2.

- LUMO energy: 0.7 eV
- Energy above the lowest of the compared OMol25 structures with the same formula, charge and spin: 0.000 eV
- Spin multiplicity: 1

```
55
C21H26ClN5O2 wB97M-V/def2-TZVPD
O 2.641 4.300 0.185
C 2.916 3.113 0.255
C 4.227 2.573 0.798
C 4.779 1.358 0.044
N 3.864 0.225 0.035
C 3.783 -0.477 1.307
C 2.667 -1.516 1.239
N 2.982 -2.469 0.191
C 2.122 -3.646 0.178
C 0.672 -3.361 -0.131
C -0.221 -3.051 0.887
C -1.536 -2.735 0.598
C -1.975 -2.720 -0.714
C -1.095 -3.032 -1.735
C 0.219 -3.352 -1.444
C 3.043 -1.775 -1.079
C 4.153 -0.729 -1.022
N 2.052 2.155 -0.116
N 0.799 2.517 -0.618
C -0.291 1.753 -0.259
O -0.176 0.637 0.195
N -1.472 2.385 -0.574
C -2.780 1.952 -0.369
C -3.812 2.830 -0.700
C -5.129 2.466 -0.502
C -5.444 1.227 0.030
C -4.411 0.363 0.354
Cl -4.797 -1.179 1.029
C -3.083 0.701 0.160
H 4.065 2.327 1.850
H 4.959 3.381 0.761
H 5.753 1.083 0.484
H 4.954 1.648 -0.995
H 3.560 0.238 2.100
H 4.736 -0.980 1.540
H 2.612 -2.048 2.192
H 1.707 -1.004 1.060
H 2.534 -4.332 -0.568
H 2.210 -4.115 1.162
H 0.114 -3.065 1.914
H -2.220 -2.503 1.400
H -3.001 -2.470 -0.940
H -1.433 -3.028 -2.762
H 0.899 -3.606 -2.245
H 3.270 -2.498 -1.866
H 2.089 -1.274 -1.321
H 4.201 -0.197 -1.975
H 5.117 -1.236 -0.850
H 2.346 1.168 -0.134
H 0.746 3.532 -0.671
H -1.397 3.313 -0.966
H -3.577 3.802 -1.111
H -5.920 3.153 -0.760
H -6.469 0.937 0.193
H -2.291 0.015 0.411
```

Atomic partial charges in e from the natural (NBO) method, atoms 1 to 4: atom 1 (O): -0.66, atom 2 (C): 0.65, atom 3 (C): -0.50, atom 4 (C): -0.21



DFT (wB97M-V/def2-TZVPD) results for a structure of composition C21H26F2NO5Pb in a non-equilibrium geometry.

- Total charge: +1
- LUMO energy: -3.4 eV
- Energy above the lowest of the compared OMol25 structures with the same formula, charge and spin: 0.292 eV
- Spin multiplicity: 1

```
56
C21H26F2NO5Pb wB97M-V/def2-TZVPD
Pb 10.402 5.732 12.303
C 9.233 8.056 14.793
C 10.593 8.316 15.335
O 11.408 7.156 14.991
C 12.760 6.935 15.470
C 13.280 5.669 14.850
O 13.103 5.623 13.431
C 14.046 6.378 12.641
C 13.569 6.049 11.192
O 12.324 6.695 10.807
C 12.434 7.868 9.995
C 9.958 7.627 9.367
O 10.022 8.145 10.741
C 8.855 8.810 11.174
C 9.023 9.136 12.672
O 9.093 7.904 13.388
H 8.567 8.798 15.114
H 8.818 7.111 15.179
H 10.519 8.585 16.379
H 11.026 9.268 14.900
H 12.772 6.852 16.560
H 13.333 7.807 15.094
H 12.732 4.765 15.259
H 14.307 5.401 15.083
H 15.054 6.057 12.741
H 13.950 7.455 12.826
H 13.534 4.944 11.082
H 14.392 6.339 10.556
H 13.406 7.795 9.454
H 12.341 8.753 10.594
H 10.193 5.560 9.274
H 9.401 8.385 8.732
H 7.934 8.129 11.088
H 8.716 9.764 10.649
H 8.204 9.747 13.036
H 9.940 9.759 12.870
F 5.399 3.194 11.001
C 6.216 4.284 10.934
C 7.495 4.257 11.480
C 8.429 5.225 11.141
C 8.198 5.937 9.987
C 6.865 6.119 9.659
F 6.400 7.133 8.792
C 5.789 5.307 10.078
C 9.385 6.273 9.152
C 8.968 6.098 7.718
C 9.779 6.268 6.640
C 11.048 6.962 6.597
C 11.742 7.544 7.641
N 11.403 7.662 8.952
H 7.736 3.679 12.329
H 4.758 5.464 9.778
H 8.040 5.566 7.638
H 9.482 5.955 5.632
H 11.421 7.052 5.577
H 12.769 7.905 7.494
```

Atomic partial charges in e from the natural (NBO) method, atoms 1 to 4: atom 1 (Pb): 1.57, atom 2 (C): -0.09, atom 3 (C): -0.09, atom 4 (O): -0.58



> Among the records above, which one has the highest spin multiplicity?

C21H26Cl3N5



Copy entry 1 word for word.
DFT (wB97M-V/def2-TZVPD) results for a structure of composition C21H26Cl3N5 in a non-equilibrium geometry.

- Total charge: -1
- LUMO energy (spin up / spin down): 2.5 / 2.5 eV
- Spin multiplicity: 2

```
55
C21H26Cl3N5 wB97M-V/def2-TZVPD
C -1.455 22.272 -16.947
Cl -0.509 23.177 -15.727
Cl -2.975 21.755 -16.175
Cl -0.745 20.801 -17.440
H -1.742 22.979 -17.725
N 0.462 16.335 -15.514
C 0.077 17.457 -14.894
C -0.990 17.861 -15.596
C -1.238 17.109 -16.679
C -0.264 16.124 -16.616
H 1.294 15.852 -15.208
H 0.645 17.886 -14.081
H -1.521 18.782 -15.405
H -1.983 17.214 -17.454
H -0.050 15.214 -17.157
N -1.040 17.672 -20.809
C -0.362 18.734 -20.205
C -0.292 19.770 -21.164
C -1.034 19.293 -22.307
C -1.452 18.020 -22.021
H -1.087 16.722 -20.470
H -0.001 18.545 -19.205
H 0.208 20.725 -21.106
H -1.070 19.901 -23.199
H -1.955 17.266 -22.608
N 0.707 25.718 -19.140
C 0.902 24.394 -19.106
C 2.193 24.097 -19.319
C 2.853 25.294 -19.577
C 1.925 26.323 -19.386
H -0.147 26.201 -18.900
H 0.091 23.745 -18.812
H 2.710 23.149 -19.337
H 3.900 25.480 -19.760
H 2.006 27.394 -19.505
N 3.225 25.510 -16.596
C 2.242 26.022 -15.755
C 2.633 27.210 -15.236
C 3.849 27.546 -15.722
C 4.308 26.388 -16.453
H 3.332 24.628 -17.076
H 1.344 25.467 -15.526
H 2.029 27.795 -14.558
H 4.477 28.385 -15.460
H 5.229 26.166 -16.971
N -2.700 22.022 -21.612
C -2.855 22.281 -22.985
C -2.991 23.663 -23.139
C -2.992 24.274 -21.810
C -2.823 23.188 -20.870
H -2.610 21.091 -21.230
H -2.989 21.470 -23.685
H -3.186 24.067 -24.121
H -3.135 25.324 -21.601
H -2.866 23.197 -19.791
```

Atomic partial charges in e from the natural (NBO) method, atoms 1 to 4: atom 1 (C): -0.46, atom 2 (Cl): -0.23, atom 3 (Cl): -0.18, atom 4 (Cl): -0.08



> Look up the spin multiplicity of the fourth one.

1